Entry w
Density functional theory data (wB97M-V/def2-TZVPD) for a molecular structure, C4H4N2S2.

2S+1: 1
Orbital gap: 8.04 eV

XYZ file:
```
12
C4H4N2S2 (wB97M-V/def2-TZVPD)
C 0.887 0.185 0.010
C -2.265 -0.449 -0.098
C -1.707 0.948 0.315
C -0.188 1.142 0.460
H -3.263 -0.678 -0.135
H -2.235 1.212 1.311
H -0.863 2.965 -0.596
H 0.258 1.704 1.323
N -1.377 -1.468 -0.103
N -1.026 1.807 -0.655
S 2.426 0.277 -0.044
S 0.234 -1.435 -0.001
```

***

Entry x
Density functional theory data (wB97M-V/def2-TZVPD) for C4H4N2S2 in the gas phase.

2S+1: 1
Orbital gap: 8.99 eV

XYZ file:
```
12
C4H4N2S2 (wB97M-V/def2-TZVPD)
C -1.352 -0.596 -0.958
C -1.365 -1.535 -0.057
C 1.919 0.936 -0.230
C 0.121 0.456 0.966
N 1.565 0.506 0.884
N -0.479 0.858 -0.271
S -0.550 -1.206 1.549
S 0.686 1.245 -1.442
H -1.820 -0.345 -1.850
H -1.740 -2.463 -0.099
H 2.997 1.014 -0.287
H 0.021 1.131 1.798
```

***

Entry y
Density functional theory data (wB97M-V/def2-TZVPD) for C4H4N2S2 in the gas phase.

2S+1: 1
Orbital gap: 7.99 eV

XYZ file:
```
12
C4H4N2S2 (wB97M-V/def2-TZVPD)
C -1.009 -0.649 -0.149
C 1.296 -0.697 -0.012
C 1.357 0.788 0.006
C 0.252 1.498 0.001
H -1.995 -2.492 0.369
H 2.391 1.085 0.142
H 0.179 2.581 0.295
H -1.770 1.279 -0.094
N 0.088 -1.317 -0.194
N -0.932 0.755 -0.287
S -2.581 -1.326 -0.006
S 2.726 -1.505 -0.072
```

***

Winner for stability: entry y

***

Entry w
Density functional theory data (wB97M-V/def2-TZVPD) for 3 unconnected molecules or ions with the total composition C2H12N2O2.

2S+1: 1
Orbital gap: 10.49 eV

XYZ file:
```
18
C2H12N2O2 (wB97M-V/def2-TZVPD)
N 0.277 -1.114 -0.975
C -0.725 -0.023 -1.030
C -0.330 1.172 -0.166
N 0.271 0.686 1.097
H 0.112 -1.665 -0.142
H 0.142 -1.761 -1.748
H -0.916 0.179 -2.081
H -1.698 -0.377 -0.653
H -1.212 1.757 0.089
H 0.360 1.816 -0.719
H 0.144 1.427 1.776
H 1.274 0.661 0.957
H 1.971 -0.158 -0.944
H 3.429 0.244 -1.328
O 2.617 0.584 -0.942
H -2.028 -1.877 2.537
H -1.424 -0.554 2.047
O -2.264 -0.999 2.225
```

***

Entry x
Density functional theory data (wB97M-V/def2-TZVPD) for 3 unconnected molecules or ions with the total composition C2H12N2O2.

2S+1: 1
Orbital gap: 10.02 eV

XYZ file:
```
18
C2H12N2O2 (wB97M-V/def2-TZVPD)
C 1.258 -0.789 -1.840
N 0.001 -0.679 -1.084
C 0.142 0.188 0.063
N -1.159 0.370 0.665
H 1.127 -1.538 -2.611
H 1.473 0.169 -2.328
H 2.090 -0.952 -1.155
H -0.665 -0.249 -1.713
H 0.557 1.153 -0.242
H 0.847 -0.260 0.768
H -1.645 -0.506 0.809
H -1.166 0.866 1.550
H -1.973 4.505 1.833
H -1.909 3.158 2.551
O -1.386 3.934 2.339
H 0.777 -3.895 0.116
H 0.436 -2.445 0.037
O 1.194 -3.030 0.243
```

***

Winner for stability: entry w